Entry 1:
The following is a quantum chemistry calculation of a molecular structure, C6H14AgN4O8, from the Open Molecules 2025 dataset.

Atoms and positions in Å:
1 Ag 1.8087 -1.4058 0.1070
2 N 2.1933 -1.4182 -3.2996
3 O 1.0421 -1.8181 -3.4599
4 O 2.5004 -1.0164 -2.1980
5 O 2.9849 -1.3269 -4.1845
6 N 3.9295 -3.2732 0.6505
7 O 4.0586 -2.1901 1.1913
8 O 4.8555 -3.9366 0.2287
9 O 2.7880 -3.5955 0.4306
10 C -1.5834 0.5636 2.4295
11 C -1.7599 -0.5652 1.4101
12 O -0.7180 -1.1391 0.9758
13 N -3.0842 -0.8213 1.0689
14 C -3.4740 -1.8250 0.1052
15 H -1.9860 0.1349 3.3472
16 H -2.0799 1.4900 2.1408
17 H -0.5137 0.7466 2.5313
18 H -3.7662 -0.4680 1.7248
19 H -2.5756 -2.1920 -0.3912
20 H -3.9740 -1.3374 -0.7316
21 H -4.0716 -2.5488 0.6594
22 C 0.9783 3.5006 0.9223
23 C 0.7773 2.3016 0.0707
24 O 1.5399 1.2956 0.1996
25 N -0.1988 2.2921 -0.8031
26 C -0.4611 1.1991 -1.7066
27 H 0.2422 4.3044 0.9112
28 H 1.9014 3.9461 0.5515
29 H 1.1729 3.2755 1.9709
30 H -0.8475 3.0651 -0.8450
31 H -0.1577 1.5200 -2.7031
32 H -1.5308 1.0073 -1.7910
33 H 0.0094 0.2350 -1.5139

Its electronic energy is -1204.5925 Ha. For the orbital gap (alpha / beta), the calculation gives 9.232 / 3.421 eV. Its multiplicity is 2. For the highest occupied orbital energy (alpha / beta), the calculation gives -9.215 / -8.072 eV.

=====

Entry 2:
The following is a quantum chemistry calculation of 3 unconnected molecules or ions with the total composition C32H56BClF2N3O8PS, from the Open Molecules 2025 dataset.

Atoms and positions in Å:
1 C 0.8883 1.9531 4.5491
2 C -0.1475 0.8880 4.2389
3 O -0.7235 1.1299 2.9694
4 C -2.1196 0.9879 2.9095
5 C -2.5883 -0.4642 2.9649
6 O -1.7979 -1.1127 1.9483
7 C -2.2328 -2.1876 1.2405
8 Cl -3.7025 -1.6584 0.2262
9 O -2.7388 -3.2265 1.9769
10 C -2.1306 -3.5824 3.2181
11 C -1.5918 -5.0045 3.1773
12 C -1.0546 -2.5597 0.2529
13 S -1.2925 -4.2554 -0.3637
14 C 0.2518 -2.5651 1.0822
15 C 0.9915 -1.2141 1.1573
16 C 2.4540 -1.2492 0.6915
17 C 3.2188 -0.0362 1.2121
18 N 2.7477 1.1856 0.5270
19 O -1.1526 -1.5798 -0.7322
20 C -0.2483 -1.3300 -1.8047
21 C -1.1282 -0.8919 -2.9906
22 N -2.2926 -1.7432 -3.2054
23 C 0.7913 -2.3746 -2.2163
24 C 0.3743 -3.4029 -3.2880
25 P 1.5789 -4.7157 -3.3393
26 O 1.9341 -5.3089 -2.0372
27 O 0.9805 -5.7809 -4.3681
28 C 1.5769 -6.0504 -5.6475
29 C 0.8440 -7.2252 -6.2709
30 O 2.8079 -4.0169 -4.0873
31 C 4.1391 -4.4926 -3.7977
32 C 4.7848 -3.6759 -2.6921
33 B -4.2111 -0.5533 2.9318
34 N -4.9434 -1.7774 3.2045
35 O -4.9213 0.6363 2.7486
36 H 1.1695 1.9013 5.6027
37 H 0.4854 2.9445 4.3358
38 H 1.7825 1.8145 3.9407
39 H 0.3297 -0.1014 4.2294
40 H -0.9185 0.8593 5.0199
41 H -2.6058 1.5623 3.7121
42 H -2.4338 1.4211 1.9579
43 H -2.2911 -0.8558 3.9512
44 H -2.9056 -3.4895 3.9839
45 H -1.3404 -2.8833 3.5018
46 H -0.5693 -5.0434 2.7977
47 H -2.1945 -5.6134 2.5027
48 H -1.6178 -5.4396 4.1775
49 H -2.5066 -4.0185 -0.8769
50 H 0.0253 -2.8802 2.1008
51 H 0.9256 -3.3381 0.6985
52 H 1.0133 -0.9049 2.2067
53 H 0.4487 -0.4437 0.6162
54 H 2.9357 -2.1600 1.0677
55 H 2.5121 -1.2394 -0.4000
56 H 4.2923 -0.1870 1.0535
57 H 3.0334 0.0741 2.2837
58 H 3.3595 1.3689 -0.2578
59 H 2.8493 1.9801 1.1446
60 H 0.3132 -0.4268 -1.5317
61 H -1.4654 0.1210 -2.7550
62 H -0.5091 -0.8043 -3.8888
63 H -3.1524 -1.2221 -3.2090
64 H -2.2239 -2.2893 -4.0490
65 H 1.2027 -2.9212 -1.3736
66 H 1.6238 -1.8045 -2.6426
67 H 0.3927 -2.9317 -4.2784
68 H -0.6106 -3.8276 -3.1113
69 H 2.6316 -6.2970 -5.5156
70 H 1.4869 -5.1681 -6.2835
71 H -0.0932 -6.9159 -6.7324
72 H 1.4692 -7.6512 -7.0605
73 H 0.6619 -8.0019 -5.5301
74 H 4.1156 -5.5509 -3.5331
75 H 4.6981 -4.3878 -4.7292
76 H 4.4696 -2.6344 -2.7679
77 H 5.8721 -3.7237 -2.7822
78 H 4.5109 -4.0642 -1.7108
79 H -5.1466 -2.2994 2.3621
80 H -5.8416 -1.5209 3.6038
81 H -4.8511 1.2608 3.4711
82 F 3.0642 3.5502 2.3569
83 C 2.2590 4.6432 2.3097
84 C 2.7754 5.8659 2.6796
85 C 1.9384 6.9719 2.6228
86 C 0.6208 6.8348 2.2096
87 C 0.1329 5.5863 1.8475
88 C 0.9561 4.4704 1.8914
89 H 3.8046 5.9440 3.0019
90 H 2.3208 7.9445 2.9018
91 H -0.0244 7.7022 2.1681
92 H -0.8954 5.4769 1.5289
93 H 0.6045 3.4854 1.6098
94 F 0.6660 8.0941 -1.0496
95 C -0.5960 8.4859 -1.3101
96 C -1.6303 7.5970 -1.0957
97 C -2.9283 8.0070 -1.3633
98 C -3.1759 9.2864 -1.8412
99 C -2.1180 10.1607 -2.0483
100 C -0.8153 9.7655 -1.7801
101 H -1.4189 6.6022 -0.7276
102 H -3.7486 7.3218 -1.1961
103 H -4.1892 9.6008 -2.0507
104 H -2.3047 11.1583 -2.4229
105 H 0.0227 10.4323 -1.9309

Its electronic energy is -3443.5330 Ha. For the orbital gap, the calculation gives 8.946 eV. Its multiplicity is 1. As for the SMILES: CCOC[C@H](O[C@](Cl)(OCC)[C@](S)(CCCCN)O[C@H](CN)CCP(=O)(OCC)OCC)B(N)O.Fc1ccccc1.Fc1ccccc1. For the highest occupied orbital energy, the calculation gives -8.537 eV.

=====

Entry 3:
The following is a quantum chemistry calculation of C4H7NS in the gas phase, from the Open Molecules 2025 dataset.

Atoms and positions in Å:
1 C -0.5032 0.5892 1.2877
2 C 1.4196 -0.5077 0.6947
3 C 1.9277 0.1474 -0.4591
4 C -2.2158 -0.1544 -0.3765
5 N -1.4836 0.6503 0.5691
6 S 0.9643 0.5260 2.0270
7 H 0.9544 -1.4656 0.6227
8 H 1.8654 1.1677 -0.3102
9 H 1.4088 -0.0469 -1.3520
10 H 3.0439 -0.0004 -0.6962
11 H -3.2831 0.1622 -0.2249
12 H -2.1254 -1.3098 -0.3536
13 H -1.9730 0.2420 -1.4286

Its electronic energy is -609.3918 Ha. For the orbital gap (alpha / beta), the calculation gives 7.359 / 7.361 eV. Its multiplicity is 1. For the highest occupied orbital energy (alpha / beta), the calculation gives -6.819 / -6.821 eV. The energy above the lowest of the compared OMol25 structures with the same formula, charge and spin is 4.535 eV.

=====

Entry 4:
The following is a quantum chemistry calculation of 3 unconnected molecules or ions with the total composition C6H9N3, from the Open Molecules 2025 dataset.

Atoms and positions in Å:
1 C 0.9669 -3.5668 1.7860
2 C 1.5834 -4.8360 2.1454
3 N 2.0759 -5.8306 2.4193
4 H 0.0959 -3.7312 1.1508
5 H 1.6814 -2.9785 1.2109
6 H 0.6388 -3.0132 2.6616
7 C -1.8115 -1.0498 -0.5182
8 C -1.6480 0.4020 -0.4776
9 N -1.5168 1.5370 -0.4522
10 H -1.6128 -1.4621 0.4689
11 H -1.0672 -1.4631 -1.1978
12 H -2.8193 -1.2814 -0.8481
13 C 0.2594 4.7144 -1.0177
14 C 1.1108 4.2400 -2.1141
15 N 1.7740 3.8803 -2.9736
16 H -0.6684 4.1522 -1.0218
17 H 0.1622 5.7895 -1.1285
18 H 0.7953 4.4974 -0.0934

Its electronic energy is -398.2570 Ha. For the orbital gap, the calculation gives 11.701 eV. Its multiplicity is 1. As for the SMILES: CC#N.CC#N.CC#N. For the highest occupied orbital energy, the calculation gives -11.532 eV. The energy above the lowest of the compared OMol25 structures with the same formula, charge and spin is 0.501 eV.

=====

Entry 5:
The following is a quantum chemistry calculation of a molecular structure, C8H23B2FN3O11Tl2, from the Open Molecules 2025 dataset.

Atoms and positions in Å:
1 Tl -4.1762 -0.7932 2.7207
2 Tl 0.5160 0.6958 4.3226
3 B -1.9200 -1.2771 4.7438
4 H -2.8366 -0.5574 4.9083
5 H -2.1911 -2.3899 4.7230
6 H -1.5021 -0.8976 3.7223
7 H -1.0802 -0.9621 5.4754
8 B -2.2420 1.5730 3.5764
9 H -3.2938 1.8869 3.1986
10 H -2.4233 1.0705 4.6275
11 H -1.8306 0.7491 2.8705
12 H -1.5057 2.4422 3.6599
13 C -0.1197 -1.6411 -0.3931
14 C -0.6841 -1.0242 0.8504
15 O 0.0632 -0.8214 1.8298
16 O -1.8825 -0.6306 0.8868
17 H -0.5907 -2.5695 -0.7226
18 H 0.9658 -1.6734 -0.5131
19 H -0.3296 -1.0468 -1.2960
20 C 2.2223 -0.2572 -4.2522
21 C 2.8893 1.0655 -4.6157
22 O 4.1552 1.0204 -4.0147
23 C 4.2083 0.0260 -3.1423
24 O 5.0895 -0.2466 -2.3817
25 O 2.9782 -0.5854 -3.1200
26 F 2.1902 2.1100 -4.1133
27 H 2.2880 -1.0027 -5.0499
28 H 1.1879 -0.1185 -3.9388
29 H 2.9115 1.1170 -5.7047
30 C -4.3186 -1.2699 -2.5102
31 N -3.8643 -0.0902 -1.7543
32 O -3.1376 0.7294 -2.2814
33 O -4.2806 0.0199 -0.6109
34 H -5.2393 -1.7348 -2.1671
35 H -3.5403 -2.0012 -2.2792
36 H -4.4145 -1.0837 -3.5758
37 C 3.6304 -0.9480 0.3306
38 N 3.8753 -0.5536 1.7530
39 O 4.9908 -0.5822 2.1741
40 O 2.8934 -0.1833 2.3937
41 H 3.1420 -0.0894 -0.1351
42 H 3.1085 -1.8992 0.3021
43 H 4.6183 -0.9859 -0.1423
44 C -0.7017 2.3918 -0.2119
45 N 0.6793 1.9833 0.1654
46 O 1.0440 2.2138 1.3009
47 O 1.3510 1.4173 -0.6800
48 H -1.2495 1.5004 -0.5072
49 H -0.4908 3.0294 -1.0707
50 H -1.1528 2.8743 0.6483

Its electronic energy is -1803.1566 Ha. For the orbital gap, the calculation gives 2.496 eV. Its multiplicity is 1. As for the charge: +3. For the highest occupied orbital energy, the calculation gives -18.814 eV.

=====

It is found that the F_max values, taken in the order of the records, are 0.0958 0.0169 0.0664 0.0190 0.0749 hartree/bohr.